1.
Molecular formula: C22H36IrN3S3Si
Method: DFT, ωB97M-V with the def2-TZVPD basis set

As for the net charge: +3. The calculation puts the HOMO-LUMO gap (spin up / spin down) at 5.8 / 7.7 eV. Its energy relative to the best compared isomer or geometry (same formula, charge and spin) is 0.0 kJ/mol. As for the multiplicity: 2. As for the HOMO energy (spin up / spin down): -15.6 / -17.5 eV. The energy comes out at -71066.594 eV. The lowest unoccupied orbital energy (spin up / spin down) is -9.824 / -9.868 eV.

Each line ends with the Mulliken spin population.
CARTESIAN COORDINATES (ANGSTROEM)
C: 1.75 -0.27 3.20  0.0033
H: 0.60 -1.59 4.46  0.0013
H: 0.02 -3.04 -1.98  0.0046
C: 0.82 -1.46 3.40  -0.0060
H: 3.12 -6.38 -3.60  0.0001
C: 0.48 2.58 0.85  -0.0003
H: 1.96 -4.69 -4.97  0.0000
H: 3.96 -3.45 -0.61  -0.0001
H: -1.82 -0.14 4.15  0.0057
S: -0.88 1.39 0.84  0.0208
H: 3.53 -1.01 -0.34  0.0017
C: 4.25 2.62 -2.67  0.0001
H: 4.11 -5.77 -1.42  0.0000
C: 2.60 0.73 -3.90  0.0089
Si: 2.89 -1.06 -1.66  0.0113
H: 2.01 -0.01 -4.42  -0.0011
H: 0.14 -1.08 -3.02  -0.0370
C: 3.49 -3.72 -1.55  0.0075
H: 1.30 -2.38 3.06  -0.0012
C: -1.29 1.29 2.62  0.0001
H: 2.73 -0.54 3.57  -0.0016
H: 0.76 1.13 -2.30  -0.0247
C: -1.86 -0.90 -2.26  0.0205
Ir: 0.14 -0.60 0.22  0.6292
H: -2.18 -1.76 -2.86  0.0011
S: -0.73 -1.46 2.47  0.1616
S: 1.97 0.27 1.45  -0.0021
C: 3.73 2.86 -3.93  0.0027
C: -1.70 -2.83 -0.69  0.0136
C: -0.61 -0.30 -2.86  0.0257
N: 0.61 -2.71 0.01  -0.0011
H: -0.42 1.62 3.18  -0.0001
C: 3.59 -5.02 -2.01  -0.0004
H: -2.75 -0.32 2.67  0.0003
C: -0.30 -3.34 -0.99  -0.0103
N: -0.06 0.68 -1.92  0.1273
H: 1.42 0.60 3.77  0.0016
C: 3.94 1.44 -2.01  0.0015
H: 0.12 3.53 1.23  0.0013
H: -2.43 -3.28 -1.36  0.0003
C: -1.75 -0.09 3.06  0.0061
H: 1.57 -3.00 -0.20  -0.0004
H: -0.84 0.14 -3.84  -0.0025
C: 3.13 0.46 -2.62  -0.0053
C: 2.38 -4.41 -4.01  -0.0015
H: 1.82 -2.37 -4.21  0.0003
C: 2.90 1.92 -4.55  -0.0011
H: 4.37 1.25 -1.03  0.0007
C: 1.69 2.08 1.61  -0.0016
H: -0.24 -4.43 -0.93  -0.0003
H: 4.89 3.35 -2.20  0.0000
C: 3.03 -5.37 -3.23  0.0023
H: 1.65 2.31 2.67  0.0017
H: -2.00 -3.06 0.33  -0.0027
N: -1.67 -1.34 -0.84  0.0292
H: 0.71 2.73 -0.21  0.0005
H: 2.51 2.11 -5.54  -0.0001
H: -2.43 -0.95 -0.30  -0.0016
C: 2.29 -3.11 -3.57  0.0065
H: 3.98 3.77 -4.45  0.0000
H: -2.09 2.01 2.78  -0.0004
H: -2.68 -0.18 -2.29  0.0005
H: 0.39 -3.13 0.91  0.0020
H: -0.76 1.42 -1.79  0.0006
C: 2.85 -2.73 -2.33  0.0023
H: 2.58 2.57 1.22  -0.0011


2.
Molecular formula: C21H36CoP2S
Method: DFT, ωB97M-V with the def2-TZVPD basis set

As for the net charge: 0. The calculation puts the HOMO-LUMO gap (spin up / spin down) at 6.1 / 6.4 eV. Its energy relative to the best compared isomer or geometry (same formula, charge and spin) is 0.0 kJ/mol. As for the multiplicity: 4. As for the HOMO energy (spin up / spin down): -6.2 / -6.4 eV. The energy comes out at -89392.351 eV. The lowest unoccupied orbital energy (spin up / spin down) is -0.155 / -0.037 eV.

Each line ends with the Mulliken spin population.
CARTESIAN COORDINATES (ANGSTROEM)
H: 3.29 -1.37 -1.39  0.0006
H: -4.33 1.97 0.82  -0.0005
H: 2.04 1.84 -3.34  0.0052
H: -2.92 2.72 -2.17  0.0126
H: 0.99 -2.47 3.11  0.0865
H: -0.43 -0.02 -3.90  -0.0076
C: -2.54 1.80 -2.66  -0.0481
C: 2.53 0.94 -2.94  -0.0088
C: -4.00 2.98 1.00  0.0092
H: -0.29 -1.70 -3.25  0.0127
C: 2.66 -0.17 1.54  0.1204
H: 2.99 0.41 -3.79  0.0018
C: -0.75 -1.33 2.33  0.0872
H: -0.16 -3.96 2.04  0.0034
C: -4.49 5.28 1.64  0.0092
C: 2.39 -1.70 -1.93  -0.0274
H: 3.32 1.24 -2.24  -0.0061
H: 2.90 -4.26 1.17  -0.0026
H: -1.33 -2.07 2.90  0.0007
C: 0.92 -0.14 -0.31  -0.1893
C: -2.61 3.26 1.02  0.0100
H: -0.98 -0.35 2.77  -0.0166
H: 0.96 -1.06 -4.36  -0.0002
C: 0.27 -0.80 -3.54  -0.0185
H: 3.11 -1.00 0.95  -0.0405
H: 2.71 1.16 -0.19  0.0176
H: 2.72 -1.96 -2.95  0.0004
P: 1.25 -2.64 0.60  -0.0405
H: 0.90 -4.93 0.99  -0.0009
H: -0.19 -1.89 -0.92  0.0175
C: -4.90 4.00 1.28  -0.0053
H: 1.41 1.50 1.00  -0.0271
H: -0.60 -4.23 0.32  0.0003
C: -2.18 4.56 1.40  0.0116
H: -2.76 6.54 1.95  -0.0004
H: 0.06 0.68 -0.36  -0.0792
C: 1.63 -0.56 2.51  0.6209
H: 2.55 -3.72 -1.17  -0.0007
C: -1.13 -1.29 0.87  0.0184
C: -3.11 5.56 1.67  -0.0053
H: -1.12 4.74 1.51  -0.0002
C: 0.75 -1.65 2.41  0.1116
H: 3.47 0.42 2.05  0.0158
H: -5.20 6.05 1.93  0.0008
H: 2.90 -2.91 2.40  0.0043
H: -1.68 -0.36 0.57  0.0055
H: -2.09 1.99 -3.64  -0.0036
C: 0.22 -4.07 1.02  0.0010
C: 1.97 0.69 0.49  0.0139
H: -5.99 3.78 1.27  -0.0002
S: -1.42 2.09 0.74  0.0496
C: 1.79 -2.93 -1.23  0.0024
C: 2.90 -3.17 1.33  0.0170
Co: -0.94 1.20 -1.51  2.2035
H: 1.53 0.10 3.39  -0.0502
H: -3.34 1.02 -2.69  -0.0001
C: 0.16 -1.42 0.02  0.0770
H: 3.76 -2.71 0.79  -0.0009
H: 0.94 -3.33 -1.81  -0.0008
H: -1.77 -2.15 0.64  -0.0061
P: 1.29 -0.18 -2.17  0.0388